Entry from the Open Molecules 2025 dataset: 9 unconnected molecules or ions with the total composition C9H36O9 at a distorted geometry (wB97M-V/def2-TZVPD).

Output
Highest occupied orbital energy   -9.6 eV
SMILES   CO.CO.CO.CO.CO.CO.CO.CO.CO

Last column: natural (NBO) charge in e.
Element x y z (Å)
C 0.0466 1.1130 2.5823  -0.240
O 0.1403 0.0468 1.6864  -0.770
H -0.9161 1.6129 2.5025  0.173
H 0.1708 0.6864 3.5385  0.186
H 0.8300 1.9041 2.4879  0.163
H -0.0610 0.3498 0.7681  0.507
C 3.5775 -1.0069 1.2404  -0.244
O 2.3867 -1.5166 0.7097  -0.739
H 4.3643 -1.8168 1.1623  0.194
H 3.9331 -0.1187 0.7320  0.149
H 3.4648 -0.6885 2.3438  0.153
H 1.6818 -0.8725 0.8544  0.485
C 3.8986 2.7762 -3.7825  -0.255
O 3.5084 2.8432 -2.3605  -0.765
H 4.2710 1.7526 -4.0359  0.186
H 3.0357 3.0921 -4.3263  0.196
H 4.6536 3.5665 -4.0383  0.176
H 4.1516 2.4210 -1.7913  0.480
C -2.0986 -2.3537 2.4924  -0.277
O -1.4568 -2.2404 1.1964  -0.753
H -1.4301 -2.2349 3.3412  0.176
H -3.0632 -1.7257 2.5008  0.181
H -2.3466 -3.4193 2.5881  0.188
H -0.9869 -1.4197 1.1916  0.489
C 0.1850 3.7188 -1.5415  -0.241
O 0.7049 2.5310 -2.1000  -0.759
H -0.8730 3.6047 -1.5661  0.184
H 0.4380 3.8812 -0.4652  0.152
H 0.4377 4.5924 -2.0243  0.169
H 1.6639 2.5425 -2.0354  0.504
C -4.2341 -2.3359 -1.2680  -0.257
O -3.9258 -1.6167 -0.1112  -0.760
H -4.5387 -1.7057 -2.0919  0.180
H -3.4441 -3.0459 -1.5316  0.168
H -5.1148 -2.9147 -1.1464  0.157
H -3.1103 -2.0833 0.1427  0.506
C 1.9282 -2.6946 4.1129  -0.253
O 1.9917 -3.1508 2.7593  -0.727
H 2.6803 -3.2946 4.6900  0.183
H 2.2527 -1.6621 4.1924  0.147
H 0.9383 -2.6613 4.6109  0.155
H 1.5896 -2.5236 2.1825  0.483
C 0.0351 -0.9375 -2.5338  -0.251
O -0.2364 -0.0791 -1.4277  -0.791
H 1.0750 -1.3456 -2.3783  0.166
H -0.6778 -1.7620 -2.5048  0.182
H -0.0634 -0.5555 -3.5433  0.172
H 0.1464 0.8296 -1.6328  0.502
C -3.4756 1.9836 -1.0716  -0.238
O -4.0712 0.8554 -1.6387  -0.742
H -4.0002 2.9254 -1.3534  0.163
H -3.4482 1.8844 0.0177  0.157
H -2.4358 2.0590 -1.4040  0.154
H -4.1730 0.2099 -0.9223  0.495